No. 1
Here is a structure of composition H34N6O17S3Zn in a non-equilibrium geometry from OMol25. Energies are from ωB97M-V/def2-TZVPD.

Calculated values
charge	+2
E_HOMO	-9.75	eV
energy relative to the best compared isomer or geometry (same formula, charge and spin)	43.6	kcal per mole
lowest unoccupied orbital energy	-8.21	eV
largest force on an atom	6.67	eV/A
E	-4600.833951	hartree

```
61
Properties=species:S:1:pos:R:3:nbo_charge:R:1
Zn 3.03284 -2.83081 -0.03462 1.22
N -1.47208 -1.60182 -3.48261 -0.86
H -2.01709 -0.82433 -3.82696 0.42
H -0.50548 -1.55353 -3.77149 0.50
H -1.87605 -2.49900 -3.71060 0.45
H -1.46997 -1.47890 -2.48012 0.47
N -3.19434 4.12784 -1.53355 -0.89
H -3.21091 3.17474 -1.86735 0.43
H -3.35674 4.06252 -0.53884 0.43
H -3.88030 4.67956 -2.02870 0.47
H -2.27925 4.54060 -1.64462 0.45
N 1.64322 3.56257 1.04209 -0.85
H 1.95415 4.26013 1.70302 0.47
H 2.43095 3.26783 0.48289 0.45
H 1.01383 3.96817 0.36427 0.42
H 1.16552 2.73692 1.37407 0.49
N -4.64485 0.30174 1.19851 -0.86
H -3.76068 -0.10518 0.92874 0.49
H -4.42733 1.23467 1.51855 0.44
H -5.17812 -0.25504 1.85097 0.47
H -5.24580 0.40793 0.39373 0.43
N -1.69771 -4.61685 1.80435 -0.86
H -0.98958 -5.04504 2.38341 0.50
H -1.63909 -4.89286 0.83457 0.44
H -1.50805 -3.63220 1.92520 0.46
H -2.64657 -4.82240 2.08275 0.44
N 2.18910 2.03031 -3.58051 -0.87
H 2.11133 1.10589 -3.97988 0.51
H 1.39583 2.01769 -2.95548 0.45
H 2.19934 2.73340 -4.30554 0.44
H 3.02124 2.31386 -3.08326 0.44
S -0.31997 -0.08048 0.12039 2.60
O 0.79908 -0.99441 0.01831 -1.10
O -0.31667 0.83563 -1.00917 -1.16
O -1.44754 -1.03061 0.07407 -1.17
O -0.34212 0.60543 1.40779 -1.13
S 2.10404 -4.35994 3.89723 2.59
O 1.22668 -5.42271 3.50525 -1.04
O 3.35396 -4.75488 4.48230 -0.94
O 2.39567 -3.59677 2.71324 -0.95
O 1.33086 -3.50607 4.78839 -0.94
S 3.01791 -2.19269 -4.37187 2.62
O 1.87916 -1.32565 -4.57923 -1.19
O 4.11966 -1.51109 -4.92650 -1.02
O 3.11249 -2.42808 -2.92142 -1.15
O 2.85957 -3.46391 -5.07777 -1.00
O -1.74744 2.92158 -5.11631 -0.94
H -2.26794 2.43296 -4.47868 0.44
H -1.81862 2.41322 -5.92424 0.50
O 0.51824 3.00635 5.09083 -0.92
H -0.09833 3.37097 4.45592 0.44
H 0.76527 2.15702 4.72499 0.49
O 1.85316 -0.26360 4.14725 -0.97
H 1.85657 -1.19767 4.35639 0.51
H 1.15867 -0.16607 3.49579 0.46
O 4.78615 -0.61907 0.33891 -0.95
H 4.77382 0.31858 0.14687 0.47
H 5.44386 -0.71433 1.02781 0.50
O -1.98275 0.81583 4.47557 -0.92
H -2.63425 1.51641 4.44470 0.45
H -1.53651 0.86566 3.63021 0.47
```

No. 2
Here is a cluster of 17 separate species, H34O17 in total in a non-equilibrium geometry from OMol25. Energies are from ωB97M-V/def2-TZVPD.

Calculated values
charge	0
E_HOMO	-10.34	eV
energy relative to the best compared isomer or geometry (same formula, charge and spin)	39.0	kcal per mole
lowest unoccupied orbital energy	-0.01	eV
largest force on an atom	3.70	eV/A
E	-1299.467859	hartree

```
51
Properties=species:S:1:pos:R:3:nbo_charge:R:1
O -3.96949 0.73216 0.45796 -0.94
H -3.80749 1.60116 0.69196 0.45
H -3.16149 0.48916 -0.00804 0.50
O 2.79451 1.53616 -0.76704 -1.00
H 2.14751 1.22316 -1.43804 0.51
H 3.37851 2.14516 -1.26004 0.48
O -1.54749 1.24516 -1.84704 -1.01
H -0.89849 1.81516 -1.41504 0.51
H -2.22849 1.86416 -2.17404 0.50
O 2.36151 -0.26584 1.46496 -0.95
H 2.40551 0.18216 0.58696 0.52
H 3.17451 -0.02184 1.80896 0.47
O -1.17849 1.62916 1.57296 -0.99
H -0.45149 1.44616 2.20596 0.54
H -1.94049 2.01016 2.07096 0.49
O -2.20649 -1.45684 -1.08304 -0.98
H -2.27949 -2.38684 -0.77204 0.47
H -1.56649 -1.56584 -1.76404 0.50
O -0.07449 -2.49984 1.17896 -0.96
H -0.69549 -3.07684 0.70196 0.48
H -0.66249 -2.03184 1.70596 0.51
O 1.61351 2.80916 1.49596 -0.95
H 2.29051 3.37816 1.12596 0.46
H 1.40051 2.41416 0.66896 0.48
O 0.89951 1.15916 -2.87204 -0.97
H 0.26651 0.70416 -2.34004 0.49
H 0.73351 0.95016 -3.78704 0.49
O 1.98051 -1.75584 -1.39904 -0.98
H 1.38651 -1.14184 -0.96304 0.50
H 2.44451 -1.38584 -2.15204 0.48
O 1.72751 -2.31084 3.28596 -0.96
H 2.56051 -2.04684 2.90796 0.46
H 1.22951 -2.48484 2.50696 0.49
O 0.56751 0.48716 3.22196 -1.02
H 1.15051 0.27416 2.44196 0.50
H 1.04051 0.09216 3.99096 0.50
O -2.12849 -0.79484 2.23896 -1.00
H -3.10249 -0.73384 2.10996 0.49
H -1.82449 0.11716 2.01296 0.49
O -0.01849 2.81416 -0.53804 -1.01
H 0.17851 3.76016 -0.27904 0.51
H -0.25149 2.31116 0.28296 0.52
O -0.05949 -3.38984 -1.83204 -0.99
H 0.74151 -2.82784 -1.96004 0.50
H 0.14351 -3.90384 -1.03704 0.46
O 0.24051 -0.18484 -0.23304 -1.01
H 0.08351 -0.95884 0.28496 0.51
H -0.61949 -0.02684 -0.55304 0.50
O -1.10349 -0.91484 -3.43204 -0.97
H -1.33749 -0.04684 -3.04304 0.49
H -1.82749 -0.97584 -4.07504 0.48
```

No. 3
Here is a cluster of 17 separate species, H34O17 in total in a non-equilibrium geometry from OMol25. Energies are from ωB97M-V/def2-TZVPD.

Calculated values
charge	0
E_HOMO	-10.80	eV
energy relative to the best compared isomer or geometry (same formula, charge and spin)	92.8	kcal per mole
lowest unoccupied orbital energy	-0.13	eV
largest force on an atom	3.63	eV/A
E	-1299.382077	hartree

```
51
Properties=species:S:1:pos:R:3:nbo_charge:R:1
O 4.53183 1.85562 -1.57259 -0.94
H 3.95669 2.25819 -2.24190 0.45
H 4.68953 0.95168 -1.87818 0.49
O -0.29370 1.46440 -3.71913 -0.98
H -0.79376 2.02374 -3.13906 0.48
H -0.75114 0.62179 -3.87139 0.50
O 3.03901 2.14026 -4.43457 -0.98
H 3.83789 2.08487 -3.92654 0.47
H 2.46404 2.90385 -4.39957 0.51
O 1.37586 -2.76080 -2.22727 -0.97
H 1.79421 -1.94862 -2.51679 0.50
H 0.60887 -2.98337 -2.71278 0.47
O -3.60812 -0.87625 2.90338 -1.00
H -3.56767 -1.79219 3.14251 0.49
H -3.10962 -0.21172 3.37659 0.52
O -2.53782 -0.03362 -3.34408 -0.96
H -2.33657 -0.67343 -2.66605 0.49
H -3.10408 -0.43035 -4.00434 0.48
O -5.48913 -1.03655 0.92866 -0.98
H -5.00502 -1.17278 1.75385 0.49
H -4.94430 -0.49188 0.34500 0.47
O -3.79898 2.34220 -0.05318 -0.94
H -3.67646 1.91588 0.74102 0.47
H -3.68061 3.27774 0.06648 0.47
O 2.70680 0.00366 3.59849 -0.95
H 2.70718 -0.60685 2.84158 0.48
H 3.63837 0.13317 3.69102 0.47
O 3.27483 -4.14291 -0.06048 -0.95
H 3.36099 -5.03381 -0.42058 0.47
H 2.37633 -3.91288 -0.31881 0.49
O -0.04048 5.21109 1.70965 -0.96
H -0.79557 4.59126 1.76061 0.47
H 0.65070 4.75113 1.25867 0.46
O -3.59332 -2.11663 -1.88182 -0.99
H -3.26978 -2.80124 -2.46009 0.48
H -3.94866 -2.32305 -1.01579 0.51
O -1.38464 1.11743 4.49155 -0.99
H -0.91018 1.87049 4.86119 0.47
H -0.72520 0.39148 4.36587 0.50
O 2.69927 -3.63238 2.66708 -0.96
H 2.89940 -3.61155 3.60997 0.47
H 3.33641 -4.09544 2.20335 0.49
O 3.63834 -0.53217 -3.46803 -0.96
H 3.23113 0.27512 -3.81756 0.49
H 4.22636 -0.61492 -4.24489 0.47
O -0.42095 -0.84076 3.23990 -0.98
H 0.33438 -0.35167 2.91666 0.50
H -0.42290 -1.79377 3.18922 0.50
O -1.35915 3.00760 1.29681 -0.92
H -1.26618 3.13400 2.26098 0.47
H -0.54446 2.49496 1.17535 0.48
```